Record 1
DFT (ωB97M-V/def2-TZVPD) results for a 9-piece molecular cluster, C63H147N9O15 overall.

Geometry (Å):
1 C 1.2037 -7.3372 -1.7148
2 C 0.4608 -6.4509 -2.7648
3 C -0.6225 -5.6207 -2.0442
4 C 1.4299 -5.3331 -3.3310
5 C 2.4218 -5.8865 -4.4270
6 C 1.5476 -6.6505 -5.4740
7 C 0.5811 -7.7975 -4.9172
8 C -0.2816 -8.1764 -6.1714
9 C 1.4474 -9.0701 -4.5314
10 N -0.2479 -7.2191 -3.8363
11 O -1.0982 -8.1708 -3.3904
12 H 0.7384 -8.3111 -1.5626
13 H 2.2570 -7.4794 -1.9567
14 H 1.1989 -6.7359 -0.8056
15 H -0.1483 -5.0289 -1.2613
16 H -1.2167 -4.9276 -2.6397
17 H -1.3060 -6.2135 -1.4364
18 H 0.9155 -4.4479 -3.7049
19 H 2.0161 -4.9089 -2.5158
20 H 3.0620 -5.1026 -4.8314
21 H 3.1724 -6.5338 -3.9734
22 H 2.2108 -7.1121 -6.2056
23 H 1.0605 -5.8569 -6.0405
24 H -0.6458 -9.2031 -6.1363
25 H 0.2834 -8.0184 -7.0901
26 H -1.2332 -7.6488 -6.2357
27 H 2.3281 -8.6763 -4.0240
28 H 1.6831 -9.6779 -5.4050
29 H 0.9158 -9.8488 -3.9845
30 H -1.9396 -7.7117 -3.4446
31 C 0.3293 5.2408 2.1268
32 C 0.4473 5.9212 0.7068
33 C 1.7246 5.4265 0.0523
34 C -0.7862 5.4380 -0.1619
35 C -2.0479 6.2007 0.1353
36 C -1.9038 7.7097 0.0964
37 C -0.8456 8.2066 0.9833
38 C -0.7197 9.7267 0.6660
39 C -1.2433 8.0359 2.5174
40 N 0.4432 7.4468 0.7406
41 O 1.6094 8.0290 1.3172
42 H 1.0145 5.7158 2.8290
43 H -0.6901 5.3826 2.4856
44 H 0.5997 4.1929 2.2566
45 H 1.8022 5.7657 -0.9806
46 H 2.6298 5.6560 0.6144
47 H 1.6340 4.3759 -0.2237
48 H -0.5862 5.4297 -1.2334
49 H -0.9930 4.3931 0.0694
50 H -2.8678 5.9048 -0.5191
51 H -2.5113 5.9280 1.0834
52 H -2.8145 8.1370 0.5160
53 H -1.8172 8.0021 -0.9501
54 H -0.3158 9.7826 -0.3448
55 H 0.0301 10.1924 1.3056
56 H -1.6733 10.2527 0.6194
57 H -0.3744 8.1287 3.1689
58 H -1.8713 7.1496 2.6072
59 H -1.8818 8.8471 2.8671
60 H 2.0964 8.2972 0.5346
61 C -1.8320 -1.4888 -1.0769
62 C -0.6355 -1.0143 -0.2238
63 C -0.9682 -1.0375 1.2914
64 C 0.3777 -2.1167 -0.5107
65 C 1.8252 -1.6843 -0.0717
66 C 2.1541 -0.4107 -0.8269
67 C 1.1669 0.7708 -0.6427
68 C 1.3502 1.4247 0.6709
69 C 1.5514 1.7270 -1.8825
70 N -0.2527 0.3146 -0.7905
71 O -1.1936 1.3507 -0.8675
72 H -2.1647 -2.4742 -0.7506
73 H -2.6845 -0.8140 -1.0004
74 H -1.6668 -1.5699 -2.1512
75 H -1.5215 -0.1711 1.6540
76 H -1.6404 -1.8406 1.5936
77 H -0.0646 -1.1619 1.8881
78 H 0.0675 -3.0386 -0.0187
79 H 0.4313 -2.4411 -1.5499
80 H 2.0372 -1.6131 0.9951
81 H 2.5005 -2.4446 -0.4642
82 H 2.2826 -0.6223 -1.8884
83 H 3.1624 -0.1961 -0.4727
84 H 2.3529 1.8315 0.8015
85 H 1.1286 0.8200 1.5503
86 H 0.8376 2.3767 0.5329
87 H 0.9791 2.6512 -1.9627
88 H 1.3544 1.1919 -2.8115
89 H 2.5636 2.1263 -1.8183
90 H -1.1690 1.7623 -0.0005
91 C 3.1983 -4.4908 1.7083
92 O 3.2314 -3.4676 2.6454
93 C 2.7306 -3.8048 3.9209
94 C 3.1457 -2.8113 4.9976
95 N 2.2844 -1.6684 5.1393
96 C 2.1130 -0.7481 4.0204
97 C 3.5417 -0.1733 3.5487
98 O 4.4915 0.0145 4.7226
99 C 4.3740 1.2699 5.3629
100 H 3.1400 -4.0305 0.7219
101 H 2.4754 -5.2940 1.8511
102 H 4.1518 -5.0174 1.6690
103 H 3.2557 -4.7483 4.0698
104 H 1.6614 -4.0094 3.9773
105 H 4.1891 -2.5031 4.9327
106 H 3.0475 -3.3214 5.9559
107 H 2.8811 -1.2159 5.8171
108 H 1.4189 0.0397 4.3131
109 H 1.6290 -1.1896 3.1492
110 H 3.4114 0.7300 2.9527
111 H 4.1119 -0.8520 2.9144
112 H 3.3512 1.5826 5.5735
113 H 4.8980 2.0152 4.7646
114 H 4.8355 1.0786 6.3317
115 C -4.9739 0.4385 -3.6230
116 O -5.1646 1.5089 -4.5342
117 C -5.6859 2.5492 -3.8365
118 C -5.5364 3.8377 -4.7671
119 N -4.1423 4.2828 -4.8153
120 C -3.6999 4.8776 -3.5364
121 C -4.5382 6.0781 -3.0539
122 O -5.5891 5.7096 -2.1776
123 C -6.3941 6.7018 -1.4682
124 H -4.3005 0.6957 -2.8053
125 H -4.6806 -0.4554 -4.1734
126 H -5.8941 0.1792 -3.0994
127 H -5.2501 2.8641 -2.8883
128 H -6.7392 2.3441 -3.6454
129 H -6.2006 4.6306 -4.4232
130 H -5.8295 3.5774 -5.7842
131 H -4.0756 4.9001 -5.6119
132 H -2.6417 5.1132 -3.6491
133 H -3.6521 4.1851 -2.6961
134 H -4.9987 6.7225 -3.8027
135 H -3.7895 6.7077 -2.5732
136 H -7.1528 6.3227 -0.7836
137 H -6.7445 7.3572 -2.2656
138 H -5.6764 7.1870 -0.8067
139 C 4.8622 3.7017 1.4971
140 O 5.3223 3.1200 2.7123
141 C 6.7376 3.0940 2.7319
142 C 7.4432 4.4764 2.9865
143 N 7.0423 5.1759 4.2137
144 C 7.8645 4.7452 5.3633
145 C 7.5226 5.5933 6.6215
146 O 7.2043 6.9548 6.3972
147 C 8.2767 7.7483 5.9555
148 H 4.6780 3.0477 0.6448
149 H 5.4823 4.5423 1.1858
150 H 3.8641 4.0738 1.7283
151 H 7.0981 2.6272 1.8152
152 H 7.0987 2.4663 3.5466
153 H 7.1498 5.2230 2.2486
154 H 8.5127 4.4342 2.7804
155 H 6.0987 4.9093 4.4557
156 H 8.9237 4.9203 5.1748
157 H 7.7882 3.6794 5.5784
158 H 8.1191 5.4255 7.5182
159 H 6.6006 5.0998 6.9290
160 H 8.8066 7.4228 5.0603
161 H 8.9092 7.8721 6.8346
162 H 7.7852 8.7072 5.7910
163 C -1.8036 -9.9014 7.0486
164 O -1.6070 -9.5332 5.6713
165 C -2.6988 -8.7781 5.1735
166 C -2.3089 -8.2357 3.7357
167 N -3.2176 -7.2255 3.3216
168 C -3.0377 -6.7353 2.0069
169 C -2.0657 -5.5392 1.9231
170 O -2.4677 -4.4204 2.6270
171 C -3.5164 -3.6923 2.1288
172 H -1.7382 -8.9612 7.5962
173 H -1.0280 -10.5888 7.3861
174 H -2.8056 -10.2865 7.2377
175 H -3.0779 -7.9306 5.7446
176 H -3.5057 -9.5088 5.1192
177 H -2.4439 -8.9863 2.9569
178 H -1.3116 -7.7989 3.6837
179 H -2.9390 -6.3748 3.7892
180 H -3.9428 -6.2387 1.6572
181 H -2.8254 -7.4218 1.1873
182 H -1.8091 -5.2995 0.8912
183 H -1.1376 -5.8165 2.4228
184 H -3.7408 -2.7566 2.6409
185 H -4.4453 -4.2450 2.2695
186 H -3.3677 -3.4157 1.0850
187 C 6.0925 -1.8926 -4.0658
188 O 4.9221 -1.8587 -4.8621
189 C 3.7919 -2.4207 -4.1786
190 C 2.5089 -2.3510 -5.0290
191 N 2.2315 -1.0013 -5.4565
192 C 1.3918 -0.9196 -6.6136
193 C -0.0414 -1.5590 -6.4610
194 O -1.0039 -0.9308 -5.5790
195 C -0.4799 -0.1093 -4.4816
196 H 6.2564 -2.8705 -3.6131
197 H 5.8869 -1.0614 -3.3912
198 H 6.9203 -1.5983 -4.7109
199 H 3.7648 -1.8426 -3.2549
200 H 3.9258 -3.4162 -3.7554
201 H 1.7301 -2.7671 -4.3898
202 H 2.6533 -2.9809 -5.9068
203 H 3.1633 -0.6513 -5.6280
204 H 1.8502 -1.4223 -7.4651
205 H 1.3124 0.1109 -6.9598
206 H 0.0096 -2.6063 -6.1632
207 H -0.5939 -1.6908 -7.3913
208 H 0.1614 -0.5948 -3.7461
209 H -1.3644 0.1586 -3.9036
210 H -0.0746 0.8180 -4.8865
211 C -2.3545 2.7399 2.6528
212 O -2.5204 2.2705 1.2500
213 C -3.8185 2.3481 0.8055
214 C -4.6440 1.2002 1.3731
215 N -5.9012 1.7031 1.9245
216 C -6.9095 2.1446 0.9651
217 C -7.3651 1.1639 -0.1284
218 O -8.5366 1.7010 -0.6891
219 C -9.3087 0.6796 -1.2663
220 H -1.2878 2.5797 2.8091
221 H -2.9154 2.1172 3.3498
222 H -2.7238 3.7563 2.7898
223 H -3.7345 2.1549 -0.2639
224 H -4.2610 3.3436 0.8426
225 H -4.0540 0.6983 2.1400
226 H -4.8964 0.3515 0.7375
227 H -6.1386 1.4236 2.8656
228 H -6.6971 3.1180 0.5229
229 H -7.7968 2.3225 1.5727
230 H -7.5708 0.1913 0.3184
231 H -6.5624 0.9817 -0.8430
232 H -10.2073 1.1893 -1.6139
233 H -9.5332 -0.1410 -0.5849
234 H -8.7861 0.3819 -2.1755

The calculation puts the relative energy (zero: lowest compared OMol25 entry of this formula, charge and spin) at 126.2 kcal/mol. Its lowest unoccupied orbital energy is 0.50 eV. Its electronic energy is -111820.040 eV. The HOMO energy is -0.2904 hartree. Its SMILES is CC1(C)CCCC(C)(C)N1O.CC1(C)CCCC(C)(C)N1O.CC1(C)CCCC(C)(C)N1O.COCCNCCOC.COCCNCCOC.COCCNCCOC.COCCNCCOC.COCCNCCOC.COCCNCCOC.



Record 2
DFT (ωB97M-V/def2-TZVPD) results for C63H54As2Cl2CrN2O6P2S2 as an isolated structure.

Geometry (Å):
1 Cr -0.6463 -0.3453 0.3446
2 C -0.2115 -4.4077 -0.9362
3 As 1.2840 -3.1287 -0.6999
4 C 2.0553 -3.3737 -2.5201
5 C 2.4879 -4.4106 0.2353
6 C 2.4075 -5.7852 0.0344
7 C 3.1701 -6.6789 0.7671
8 C 4.0453 -6.2034 1.7269
9 C 4.1592 -4.8388 1.9166
10 C 3.3951 -3.9376 1.1865
11 As 3.6234 -2.0157 1.4048
12 C 5.3113 -1.9969 0.3490
13 C 4.4906 -1.9861 3.1993
14 H 0.0347 -5.2484 -1.5872
15 H -1.0425 -3.8647 -1.3780
16 H -0.5244 -4.7821 0.0408
17 H 2.1982 -4.4171 -2.8001
18 H 3.0055 -2.8458 -2.5978
19 H 1.3628 -2.9020 -3.2165
20 H 1.7280 -6.1814 -0.7129
21 H 3.0769 -7.7463 0.5940
22 H 4.6378 -6.8927 2.3197
23 H 4.8559 -4.4709 2.6605
24 H 5.9878 -2.8066 0.6264
25 H 5.8273 -1.0454 0.4839
26 H 5.0665 -2.1090 -0.7073
27 H 5.5200 -2.3461 3.1939
28 H 3.8813 -2.5833 3.8763
29 H 4.4842 -0.9537 3.5600
30 O 1.3661 -2.6013 3.2994
31 C 0.9421 -1.5508 2.8064
32 O 0.5816 -1.4429 1.5979
33 C 0.9625 -0.3184 3.6961
34 C 1.1937 -0.5186 5.0563
35 C 1.3280 0.5436 5.9282
36 C 1.2789 1.8406 5.4375
37 C 1.0514 2.0570 4.0927
38 C 0.8637 0.9917 3.2130
39 P 0.5384 1.2886 1.4497
40 C -0.2876 2.9064 1.3703
41 C -0.1088 3.6646 0.2118
42 C -0.8574 4.8060 -0.0028
43 C -1.8046 5.1977 0.9291
44 C -2.0057 4.4348 2.0689
45 C -1.2639 3.2878 2.2858
46 C 2.2182 1.7419 0.8421
47 C 2.8242 2.9471 1.1866
48 C 4.0258 3.3095 0.6061
49 C 4.6348 2.4791 -0.3201
50 C 4.0506 1.2674 -0.6468
51 C 2.8537 0.8935 -0.0590
52 H 1.2877 -1.5352 5.4130
53 H 1.4813 0.3641 6.9853
54 H 1.4219 2.6840 6.1010
55 H 1.0234 3.0679 3.7087
56 H 0.6163 3.3374 -0.5219
57 H -0.7108 5.3753 -0.9112
58 H -2.3959 6.0882 0.7607
59 H -2.7646 4.7261 2.7819
60 H -1.4555 2.6725 3.1540
61 H 2.3432 3.6240 1.8798
62 H 4.4774 4.2602 0.8575
63 H 5.5474 2.7954 -0.8058
64 H 4.5053 0.6286 -1.3893
65 H 2.3719 -0.0330 -0.3514
66 Cl -4.8243 -0.3632 3.8606
67 C -3.8361 -1.7578 3.7373
68 C -2.5771 -1.7407 4.3112
69 C -1.7706 -2.8629 4.2532
70 C -2.2462 -4.0204 3.6638
71 C -3.5082 -4.0199 3.1072
72 Cl -4.0935 -5.5004 2.3908
73 C -4.3255 -2.8870 3.0683
74 N -5.5686 -2.8876 2.4409
75 C -5.8204 -1.8849 1.4478
76 C -6.9443 -1.0813 1.5828
77 C -7.2085 -0.0833 0.6622
78 C -6.3304 0.1419 -0.3850
79 C -5.2391 -0.6880 -0.5482
80 C -4.9870 -1.7305 0.3383
81 C -3.8408 -2.6560 0.0536
82 C -2.5106 -1.9306 0.2949
83 O -1.7447 -1.7897 -0.6870
84 O -2.2147 -1.4718 1.4091
85 H -2.2261 -0.8372 4.7863
86 H -0.7659 -2.8437 4.6444
87 H -1.6281 -4.9044 3.6088
88 H -5.8115 -3.8170 2.1095
89 H -7.5955 -1.2400 2.4290
90 H -8.0933 0.5302 0.7697
91 H -6.4939 0.9604 -1.0729
92 H -4.5625 -0.5342 -1.3777
93 H -3.8573 -2.9544 -0.9983
94 H -3.8741 -3.5530 0.6663
95 S 4.3426 -0.0054 -5.7365
96 P 3.0416 0.3986 -4.2587
97 S 0.3751 0.2479 -1.7203
98 C 3.3774 2.1511 -3.8005
99 C 4.5489 2.7978 -4.1726
100 C 4.7515 4.1224 -3.8271
101 C 3.7920 4.8054 -3.0993
102 C 2.6405 4.1490 -2.6892
103 C 2.4399 2.8249 -3.0200
104 C 1.4949 0.6741 -5.2315
105 C 0.8156 -0.4671 -5.6442
106 C -0.3273 -0.3704 -6.4141
107 C -0.8160 0.8747 -6.7741
108 C -0.1379 2.0142 -6.3796
109 C 1.0149 1.9172 -5.6219
110 H 5.2810 2.2572 -4.7626
111 H 5.6642 4.6249 -4.1308
112 H 3.9370 5.8511 -2.8558
113 H 1.8964 4.6771 -2.1073
114 H 1.5494 2.2966 -2.7105
115 H 1.2008 -1.4346 -5.3497
116 H -0.8526 -1.2670 -6.7217
117 H -1.7174 0.9559 -7.3687
118 H -0.5138 2.9919 -6.6550
119 H 1.5315 2.8201 -5.3284
120 O -0.8587 1.2645 -2.3483
121 C -1.8552 1.5448 -1.5199
122 N -1.9797 0.9019 -0.3489
123 C -3.0448 1.4284 0.3589
124 O -3.3296 1.0466 1.5017
125 C -3.6396 2.4628 -0.4661
126 C -4.7136 3.3193 -0.2849
127 C -4.9782 4.2640 -1.2558
128 C -4.1845 4.3589 -2.4102
129 C -3.1298 3.5049 -2.6309
130 C -2.8471 2.5421 -1.6604
131 H -5.3310 3.2428 0.5999
132 H -5.8079 4.9480 -1.1390
133 H -4.4163 5.1265 -3.1367
134 H -2.5219 3.5676 -3.5220

Its net charge is -2. The calculation puts the relative energy (zero: lowest compared OMol25 entry of this formula, charge and spin) at 59.4 kcal/mol. Its lowest unoccupied orbital energy (spin up / spin down) is 3.70 / 3.70 eV. Its electronic energy is -296870.253 eV. The spin multiplicity is 5. The HOMO energy (spin up / spin down) is -0.0551 / -0.0556 hartree.



Record 3
DFT (ωB97M-V/def2-TZVPD) results for C63H54AsCl2CoNO2PS2 as an isolated structure.

Geometry (Å):
1 Co 0.7513 0.8511 -0.2255
2 C 1.8376 -0.8064 5.5998
3 C 2.5526 -0.7169 4.4146
4 C 1.9740 -0.1332 3.2983
5 C 0.6792 0.3731 3.3631
6 C -0.0383 0.2764 4.5546
7 C 0.5411 -0.3136 5.6682
8 P 0.0453 1.2356 1.8957
9 C -1.7597 1.2395 2.1437
10 C -2.5157 2.4068 2.1838
11 C -3.8947 2.3391 2.3300
12 C -4.5266 1.1091 2.4484
13 C -3.7762 -0.0586 2.4160
14 C -2.4012 0.0086 2.2553
15 C 0.5428 2.9595 2.1385
16 C 0.4280 3.6743 3.3003
17 C 0.8009 5.0342 3.3204
18 C 1.2806 5.6337 2.1875
19 C 1.4431 4.9067 0.9831
20 C 1.9919 5.4835 -0.1876
21 C 2.1932 4.7018 -1.2886
22 C 1.8502 3.3284 -1.2828
23 C 1.2756 2.7119 -0.1927
24 C 1.0774 3.5380 0.9598
25 H 2.2853 -1.2749 6.4676
26 H 3.5530 -1.1252 4.3445
27 H 2.5246 -0.0919 2.3644
28 H -1.0551 0.6462 4.6087
29 H -0.0242 -0.3931 6.5889
30 H -2.0332 3.3710 2.0887
31 H -4.4748 3.2536 2.3561
32 H -5.6015 1.0601 2.5705
33 H -4.2540 -1.0243 2.5274
34 H -1.8271 -0.9081 2.2320
35 H 0.0472 3.2034 4.1997
36 H 0.7059 5.6018 4.2378
37 H 1.5647 6.6803 2.2033
38 H 2.2676 6.5319 -0.1853
39 H 2.6366 5.1286 -2.1815
40 H 2.0792 2.7534 -2.1744
41 Cl 3.1907 0.4715 -0.6936
42 C 4.1420 -0.9267 -0.1945
43 C 4.8651 -0.7644 0.9731
44 C 5.6925 -1.7887 1.4064
45 C 5.7718 -2.9440 0.6376
46 C 5.0317 -3.0718 -0.5211
47 Cl 5.1924 -4.5673 -1.3976
48 C 4.1548 -2.0718 -1.0236
49 S 3.1873 -2.2435 -2.4193
50 H 4.7831 0.1649 1.5220
51 H 6.2733 -1.6862 2.3132
52 H 6.4090 -3.7653 0.9382
53 C -2.3337 3.3380 -1.2147
54 S -1.5472 1.7278 -1.1914
55 C -2.8903 0.6455 -1.6761
56 H -3.1846 3.3640 -0.5319
57 H -2.6495 3.6002 -2.2237
58 H -1.5882 4.0612 -0.8790
59 H -3.1736 0.8337 -2.7131
60 H -3.7482 0.7826 -1.0160
61 H -2.5210 -0.3748 -1.5674
62 C -2.0427 3.3166 -5.9927
63 C -2.0187 1.9567 -6.2596
64 C -1.1285 1.1233 -5.5905
65 C -0.2558 1.6340 -4.6345
66 C -0.3156 2.9988 -4.3488
67 C -1.1832 3.8371 -5.0337
68 As 0.9893 0.5193 -3.5925
69 C 0.6306 -1.2009 -4.4235
70 C -0.0477 -2.1420 -3.6580
71 C -0.3473 -3.3895 -4.1914
72 C 0.0346 -3.7010 -5.4869
73 C 0.7164 -2.7640 -6.2548
74 C 1.0120 -1.5170 -5.7251
75 C 2.6479 1.0093 -4.5235
76 C 2.8576 2.3045 -4.9903
77 C 4.0818 2.6759 -5.5316
78 C 5.1159 1.7546 -5.6086
79 C 4.9160 0.4639 -5.1396
80 C 3.6939 0.0920 -4.5964
81 H -2.7296 3.9662 -6.5211
82 H -2.6909 1.5357 -6.9978
83 H -1.1199 0.0660 -5.8221
84 H 0.3128 3.4172 -3.5701
85 H -1.1996 4.8957 -4.8023
86 H -0.3267 -1.9058 -2.6391
87 H -0.8654 -4.1172 -3.5798
88 H -0.1873 -4.6784 -5.8981
89 H 1.0249 -3.0087 -7.2642
90 H 1.5519 -0.7905 -6.3218
91 H 2.0607 3.0376 -4.9527
92 H 4.2230 3.6876 -5.8934
93 H 6.0728 2.0419 -6.0272
94 H 5.7186 -0.2624 -5.1805
95 H 3.5704 -0.9064 -4.1940
96 C -6.3563 -2.8641 4.4066
97 C -4.8573 -2.7239 4.4270
98 C -4.2296 -2.2052 5.5548
99 C -2.8508 -2.0672 5.5792
100 C -2.0902 -2.4282 4.4834
101 C -2.7049 -2.9441 3.3388
102 N -1.9807 -3.2365 2.1836
103 C -0.5850 -3.2513 2.0898
104 C 0.1981 -3.9501 3.0106
105 C 1.5695 -4.0412 2.8442
106 C 2.1951 -3.4380 1.7610
107 C 1.4265 -2.7122 0.8696
108 C 0.0505 -2.6000 1.0193
109 C -0.7110 -1.8446 -0.0356
110 O -1.8500 -2.2258 -0.3534
111 O -0.1394 -0.8427 -0.5811
112 C -4.1020 -3.1121 3.3167
113 C -4.7846 -3.6684 2.0956
114 H -6.7943 -2.4559 5.3169
115 H -6.6597 -3.9111 4.3283
116 H -6.7978 -2.3435 3.5535
117 H -4.8257 -1.9061 6.4089
118 H -2.3625 -1.6525 6.4534
119 H -1.0200 -2.2706 4.4897
120 H -2.3972 -2.9569 1.2963
121 H -0.2868 -4.4559 3.8362
122 H 2.1511 -4.6070 3.5630
123 H 3.2632 -3.5255 1.6085
124 H 1.8655 -2.2459 -0.0002
125 H -4.0856 -4.1973 1.4514
126 H -5.2499 -2.8794 1.4962
127 H -5.5746 -4.3676 2.3740

Its net charge is -1. The calculation puts the relative energy (zero: lowest compared OMol25 entry of this formula, charge and spin) at 0.0 kcal/mol. Its lowest unoccupied orbital energy (spin up / spin down) is 2.20 / 2.22 eV. Its electronic energy is -226266.850 eV. The spin multiplicity is 2. The HOMO energy (spin up / spin down) is -0.1527 / -0.1529 hartree.